{
  "formula": "C9H9NO2S",
  "method": "ωB97M-V/def2-TZVPD",
  "elements": ["C", "C", "C", "C", "C", "C", "C", "C", "C", "N", "O", "O", "S", "H", "H", "H", "H", "H", "H", "H", "H", "H"],
  "coordinates": [[1.11209, -1.66681, 0.04912], [-2.85518, -0.32038, -1.36783], [-1.69135, -0.99704, -0.96937], [-3.17449, 0.64896, -0.43507], [-1.01377, -0.40784, 0.05668], [1.59424, 0.79058, -0.65738], [2.70273, 1.82955, -0.61063], [0.23364, -0.81672, 2.25800], [0.30161, -0.65961, 0.69934], [1.76952, -2.43968, -0.51514], [1.19491, 0.22152, -1.64261], [1.07302, 0.58542, 0.53824], [-1.98984, 0.78915, 0.76975], [-3.50998, -0.53762, -2.19616], [-1.20359, -1.68571, -1.68675], [-4.02277, 1.17022, -0.49815], [3.69647, 1.20732, -0.53221], [2.49432, 2.48654, 0.13994], [2.72408, 2.28119, -1.50826], [-0.64094, -0.29132, 2.72611], [1.14954, -0.30684, 2.76741], [0.05574, -1.88088, 2.61500]],
  "atomic_forces_ev_per_a": [[1.0, -2.4, -1.2], [-0.7, 0.7, 1.8], [2.0, -0.4, -2.3], [2.7, -2.5, -1.0], [-1.3, -1.0, 0.4], [0.3, 0.8, -1.7], [1.3, -5.0, 0.5], [0.2, 0.1, 1.6], [0.2, 1.4, 1.2], [-1.0, 1.0, 1.1], [0.4, 0.3, 0.1], [0.0, -0.4, 1.6], [-0.5, 0.8, 0.1], [0.2, -0.2, -0.1], [-0.2, 0.1, 0.9], [-2.9, 2.3, 0.2], [-1.8, 1.4, 0.3], [0.1, 1.7, 2.3], [0.1, 1.7, -3.1], [0.7, -0.2, -0.9], [-1.4, -1.4, -1.1], [0.7, 1.2, -0.8]],
  "gap_ev": 9.7,
  "e_lumo_ev": 0.5861,
  "smiles": "CC(=O)O[C@](C)(C#N)c1cccs1",
  "e_homo_ev": -9.1
}



{
  "formula": "C20H36N3O5",
  "method": "ωB97M-V/def2-TZVPD",
  "elements": ["C", "C", "O", "C", "C", "O", "C", "C", "C", "N", "C", "C", "N", "C", "C", "C", "C", "O", "N", "C", "C", "C", "C", "C", "O", "C", "C", "O", "H", "H", "H", "H", "H", "H", "H", "H", "H", "H", "H", "H", "H", "H", "H", "H", "H", "H", "H", "H", "H", "H", "H", "H", "H", "H", "H", "H", "H", "H", "H", "H", "H", "H", "H", "H"],
  "coordinates": [[2.01803, 4.11797, -2.98592], [0.69892, 5.00189, -2.80395], [-0.37677, 4.27112, -3.41557], [-1.61061, 4.51340, -2.73648], [-1.67012, 3.66924, -1.38877], [-0.80986, 2.52452, -1.58474], [-1.00915, 1.61429, -0.49083], [-0.81992, 0.17287, -1.05622], [-1.68380, -0.28982, -2.09301], [-1.21936, -1.60316, -2.36882], [-1.83578, -2.47670, -3.38565], [-3.23526, -2.98343, -2.80545], [-4.37521, -2.16562, -3.32052], [-0.16819, -1.86388, -1.56056], [0.71652, -3.14339, -1.50191], [2.13460, -2.60446, -2.21157], [1.90848, -1.67789, -3.51689], [2.41929, -3.14072, -3.53740], [0.12760, -0.81392, -0.71453], [1.18970, -0.69307, 0.31555], [0.56855, -0.32972, 1.72876], [0.50113, -1.55504, 2.73817], [1.27815, -1.26987, 4.10521], [0.37300, -0.55978, 5.17402], [1.22822, -0.04920, 6.23395], [1.50161, -1.01478, 7.17809], [2.12271, -0.55344, 8.55009], [1.33852, -2.20122, 7.02490], [2.83681, 4.68620, -3.49884], [1.75788, 3.26450, -3.67433], [2.33949, 3.68084, -2.00504], [0.55840, 5.18473, -1.70868], [0.89101, 5.97119, -3.34178], [-2.41980, 4.10534, -3.40304], [-1.77346, 5.59661, -2.48745], [-2.73891, 3.37636, -1.18017], [-1.33683, 4.26635, -0.48532], [-0.19228, 1.83760, 0.25753], [-2.00953, 1.72905, -0.00012], [-2.51680, 0.19713, -2.63400], [-1.97521, -1.89805, -4.34009], [-1.23246, -3.39221, -3.61722], [-3.40378, -4.07499, -2.96484], [-3.18213, -2.80446, -1.69203], [-5.24778, -2.61878, -3.02320], [-4.36040, -1.29018, -2.78317], [0.98961, -3.44715, -0.46535], [0.35133, -3.96774, -2.15541], [3.00848, -2.33194, -1.51583], [0.97970, -1.88245, -4.08941], [2.68856, -0.92507, -3.75479], [1.80363, 0.20322, 0.00991], [1.85714, -1.58719, 0.36282], [1.27520, 0.42208, 2.18701], [-0.43408, 0.15646, 1.66099], [-0.58642, -1.66204, 3.02980], [0.79187, -2.53587, 2.28075], [2.16295, -0.62620, 3.87333], [1.54780, -2.27585, 4.51391], [-0.43433, -1.22517, 5.58587], [-0.15524, 0.35131, 4.76588], [2.21631, -1.45419, 9.21205], [1.48301, 0.19891, 9.07878], [3.14925, -0.12453, 8.43151]],
  "atomic_forces_ev_per_a": [[-0.7, -0.1, -0.3], [2.0, -0.6, -0.5], [-0.5, 1.2, 1.1], [-0.3, -1.0, 0.3], [0.2, 0.9, -0.3], [-1.7, -0.2, 1.1], [1.8, -0.5, 0.0], [-2.2, 1.0, -1.2], [2.6, -0.5, 2.1], [1.0, 1.1, 0.6], [-1.2, -1.1, -0.2], [0.0, 0.8, 0.7], [0.4, -0.4, 0.7], [1.0, -1.5, 1.3], [1.8, 1.9, -1.6], [-1.6, 1.0, -2.6], [1.2, -4.1, 1.4], [0.2, 2.1, 2.4], [-2.5, -0.5, -2.4], [-0.1, 1.6, 0.6], [1.0, -0.7, 0.6], [-1.1, 0.7, 0.8], [-1.0, -0.7, -0.7], [0.0, 0.4, -0.9], [-0.6, -1.2, 0.9], [1.1, -0.2, 1.6], [-0.1, 0.3, -0.2], [-0.5, 0.7, -0.7], [-0.6, -0.4, 0.8], [0.2, 0.8, 0.7], [-0.1, 0.5, -0.9], [-0.2, -0.1, -0.9], [-0.6, -0.7, 0.6], [0.8, 0.7, 0.5], [0.0, -0.9, -0.4], [0.9, 0.1, -0.3], [-0.1, -0.6, -0.9], [-1.0, -0.3, -0.4], [0.8, -0.2, -0.5], [0.9, -0.4, 0.5], [0.1, -0.5, 1.0], [-0.1, 1.1, 0.4], [0.2, 1.0, -0.2], [0.2, -0.6, -0.9], [0.4, 0.2, -0.3], [-0.2, -0.3, -0.4], [-0.8, 0.1, -0.8], [0.2, 0.6, 0.8], [-1.3, -0.7, -1.3], [0.5, 1.5, 0.7], [-0.9, -0.6, 0.0], [-0.5, -1.1, 0.1], [-0.9, 0.7, -0.2], [-0.8, -0.6, -0.5], [0.9, -0.4, -0.2], [1.0, -0.2, -0.4], [0.0, 1.0, 0.3], [-0.5, -0.7, 0.5], [0.2, 1.1, -0.2], [1.0, 0.4, -0.3], [0.7, -0.9, 0.3], [-0.2, 0.8, -0.9], [0.5, -0.5, -0.6], [-0.9, -0.2, -0.1]],
  "gap_ev": 9.6,
  "e_lumo_ev": -2.4071,
  "smiles": "CCOCCOCc1cn(CCN)c(C[C@@H]2CO2)[n+]1CCCCCOC(C)=O",
  "total_charge": 1,
  "e_homo_ev": -12.0
}



{
  "formula": "C20H33IN2O10PSW",
  "method": "ωB97M-V/def2-TZVPD",
  "elements": ["W", "O", "C", "C", "N", "C", "C", "O", "O", "C", "C", "O", "O", "H", "H", "H", "H", "H", "H", "H", "H", "H", "O", "N", "C", "C", "C", "C", "C", "S", "H", "H", "H", "H", "I", "C", "H", "H", "C", "C", "C", "C", "O", "P", "O", "O", "O", "C", "C", "C", "C", "H", "H", "H", "H", "H", "H", "H", "H", "H", "H", "H", "H", "H", "H", "H", "H", "H", "H"],
  "coordinates": [[0.47720, -1.25098, 1.60980], [1.60049, 2.19636, 1.37764], [2.74721, 1.36412, 1.47085], [2.94992, 0.52225, 0.16081], [2.38748, -0.87575, 0.28759], [2.09750, -1.41706, -1.06090], [1.18614, -2.66311, -1.02937], [1.25655, -3.47926, -1.88378], [0.40221, -2.61561, -0.03871], [3.39984, -1.75545, 0.95888], [3.30538, -1.66154, 2.45656], [4.23136, -1.89551, 3.21579], [2.13317, -1.36541, 2.89351], [0.79863, 1.63622, 1.38742], [2.61655, 0.73843, 2.34892], [3.58548, 2.03786, 1.65340], [3.97915, 0.51421, -0.16220], [2.32945, 1.08933, -0.55380], [2.99619, -1.69987, -1.61408], [1.48488, -0.62645, -1.52595], [4.42809, -1.63809, 0.58908], [3.11403, -2.76608, 0.68316], [0.55814, -3.10885, 2.46992], [-0.45395, -3.94798, 2.18617], [-0.16757, -5.26301, 2.38378], [-1.13761, -6.25878, 2.23640], [-2.44199, -5.81907, 1.96733], [-2.73621, -4.46923, 1.76434], [-1.70374, -3.51407, 1.79916], [-1.96754, -1.80020, 1.85407], [0.83984, -5.40385, 2.68776], [-0.80025, -7.31391, 2.33390], [-3.15667, -6.61925, 1.93076], [-3.73257, -4.16008, 1.50379], [-0.70766, -0.28223, 5.04314], [-0.02547, 0.40341, 3.08048], [0.61733, 1.23817, 3.45128], [-0.98172, 0.79430, 2.83622], [-0.74186, 4.69844, 0.51711], [-1.54716, 3.51127, 0.02738], [-2.25996, 2.92050, 1.25879], [-2.59783, 3.92727, -0.96765], [-0.67571, 2.56986, -0.63973], [-0.97525, 0.97080, -0.76626], [-2.39776, 0.56812, -0.74966], [-0.03151, 0.33197, 0.26640], [-0.16069, 0.64668, -2.14604], [-0.44545, 1.08609, -3.52655], [0.39275, 0.15066, -4.37273], [-1.93798, 0.87343, -3.92377], [0.03122, 2.54867, -3.67482], [-1.45817, 5.40123, 0.97157], [-0.22138, 5.15206, -0.30816], [0.03448, 4.44924, 1.26208], [-2.93362, 3.59893, 1.74546], [-1.50530, 2.70613, 2.00939], [-2.83061, 2.04859, 0.97002], [-3.35456, 4.55377, -0.47104], [-3.04794, 3.02187, -1.37133], [-2.17874, 4.43116, -1.86254], [-0.06335, -0.88578, -4.29343], [1.43208, 0.10433, -4.04341], [0.28318, 0.47835, -5.40280], [-2.20195, -0.17876, -3.88624], [-1.98802, 1.22117, -4.92759], [-2.59524, 1.44517, -3.29615], [1.04743, 2.70300, -3.25121], [-0.67793, 3.23859, -3.16781], [0.09755, 2.84322, -4.73245]],
  "atomic_forces_ev_per_a": [[0.4, 1.5, -0.6], [0.1, 0.3, 0.0], [-0.4, -0.1, -0.3], [-1.7, 0.7, 1.2], [1.2, -0.2, 0.3], [-0.5, 0.3, -0.1], [1.2, 2.8, 1.2], [0.0, -2.1, -2.0], [-1.4, -0.4, 1.3], [-0.2, 0.0, -0.8], [0.5, -0.2, 1.1], [0.3, 0.0, -0.7], [-1.3, 0.5, -0.4], [0.6, 0.3, -0.3], [0.4, -0.2, 0.0], [0.1, -0.1, -0.2], [0.4, -0.3, -0.1], [0.3, -0.5, 0.0], [0.1, 0.5, 0.0], [0.5, -0.5, -0.4], [-0.3, 0.4, 0.1], [-0.1, -0.4, 0.2], [-0.9, -0.7, 0.2], [-0.4, -1.2, 0.0], [-1.3, 0.2, -0.5], [1.3, 1.0, 0.2], [0.6, 0.0, -0.1], [0.9, -1.3, -0.3], [0.3, 0.7, 1.6], [0.5, -0.5, -0.6], [0.7, -0.3, 0.1], [-0.7, 1.0, 0.0], [-0.7, 0.2, -0.2], [-0.1, 0.2, 0.1], [0.2, -0.4, 0.4], [0.6, -0.6, 0.9], [-0.2, -0.7, -0.8], [-0.7, 0.7, -0.7], [0.3, 0.0, 0.3], [-0.6, 0.0, 0.8], [0.8, -0.5, -0.3], [-0.2, 0.3, -0.9], [-0.3, -0.6, 0.2], [0.8, 0.0, -0.4], [0.5, 0.5, -0.3], [-0.5, -0.4, 0.1], [-0.8, 0.4, 0.2], [-0.1, -0.1, 0.9], [-0.9, -1.3, 0.2], [1.5, 0.2, 0.8], [-0.2, 0.3, 0.2], [0.4, 0.0, -0.2], [0.1, 0.5, -0.4], [-0.5, -0.2, -0.2], [-0.4, 0.7, -0.1], [0.1, -0.4, 0.1], [0.0, -0.4, 0.2], [0.2, -0.1, -0.4], [-0.4, -0.1, 0.2], [-0.1, 0.1, 0.6], [0.7, 1.1, -0.1], [-0.1, 0.1, -0.2], [0.4, -0.1, -0.2], [0.0, -0.1, 0.1], [-0.4, 0.3, -1.0], [-0.4, 0.2, 0.3], [-0.7, -0.3, -0.1], [0.6, -0.4, -0.3], [-0.2, -0.2, 0.2]],
  "gap_ev": [6.7, 7.8],
  "e_lumo_ev": [2.4122, 2.3724],
  "spin_multiplicity": 3,
  "s2": 2.01,
  "total_charge": -1,
  "e_homo_ev": [-4.3, -5.4]
}



Here are the calculated energy numbers, same order: -25897.5495, -36020.6423, -74787.5525 (eV).
Here are the calculated relative energy (zero: lowest compared OMol25 entry of this formula, charge and spin) numbers, same order: 3.8, 72.5, 0.0 (kcal per mole).